[1]
82
Properties=species:S:1:pos:R:3 method="wB97M-V/def2-TZVPD" e_tot_ev=-62400.98933 e_homo_ev=-9.13 smiles="N#CC[C@H](C#N)N=C=S.CCOC(C)=O.CCOC(C)=O.CCOC(C)=O.CCOC(C)=O.CCOC(C)=O" charge=0
N -7.5749 -0.7572 -0.9765
C -7.9768 0.2440 -1.3174
C -8.4941 1.6895 -1.4796
C -7.3558 2.6814 -1.0607
C -7.8465 4.0327 -0.4748
N -8.2311 4.9068 0.1308
N -6.5002 2.9634 -2.2491
C -5.3437 2.6787 -2.0260
S -3.9364 2.1635 -1.5013
H -8.7111 1.8655 -2.5573
H -9.4211 1.8387 -0.8842
H -6.7312 2.1620 -0.3045
O -1.7013 0.2186 -0.1902
C -0.7485 -0.0315 -0.8900
O -0.6411 0.5438 -2.0928
C 0.5159 0.4270 -2.9378
C 0.4923 -0.8721 -3.7215
C 0.2806 -1.0443 -0.4626
H 1.4266 0.5537 -2.3624
H 0.4705 1.2638 -3.6293
H 0.5079 -1.7437 -3.0647
H 1.3521 -0.9300 -4.3908
H -0.4220 -0.9403 -4.3149
H -0.1115 -2.0458 -0.6409
H 0.4693 -0.9150 0.6030
H 1.2401 -0.9405 -0.9613
O 2.7232 -3.1566 -1.3035
C 2.4532 -4.3282 -1.3100
O 1.2553 -4.7305 -1.7706
C 0.8833 -6.1006 -1.9585
C 0.4272 -6.7327 -0.6587
C 3.4065 -5.3452 -0.7346
H 1.6910 -6.6582 -2.4372
H 0.0529 -6.0925 -2.6645
H 1.2199 -6.7366 0.0905
H 0.1054 -7.7617 -0.8250
H -0.4044 -6.1676 -0.2356
H 3.3245 -5.3319 0.3522
H 4.4194 -5.0678 -1.0231
H 3.2474 -6.3588 -1.0955
O -9.9744 2.4430 2.2620
C -9.2129 1.7465 2.8783
O -7.9998 1.4795 2.3634
C -6.9587 0.7849 3.0417
C -7.1875 -0.6987 2.9170
C -9.6268 1.1054 4.1780
H -6.8496 1.1265 4.0736
H -6.0305 1.0503 2.5340
H -8.1245 -1.0133 3.3789
H -6.3746 -1.2618 3.3787
H -7.2501 -0.9789 1.8641
H -10.2468 0.2355 3.9618
H -10.2076 1.8294 4.7479
H -8.7946 0.8065 4.8117
O 2.1655 2.6303 -2.6836
C 2.9688 2.8129 -1.8042
O 3.0037 1.9743 -0.7572
C 4.0083 2.0136 0.2685
C 3.6869 3.0669 1.3087
C 3.8808 4.0130 -1.8222
H 4.9992 2.1397 -0.1638
H 3.9991 1.0295 0.7404
H 3.6567 4.0676 0.8764
H 4.4324 3.0580 2.1048
H 2.7032 2.8814 1.7441
H 3.3206 4.8878 -1.4915
H 4.2224 4.1691 -2.8446
H 4.7733 3.9027 -1.2095
O 6.8782 2.4580 0.4523
C 7.7111 1.7677 0.9833
O 8.8939 1.5740 0.3815
C 10.0023 0.8950 0.9842
C 9.8627 -0.6090 0.8601
C 7.4103 1.0534 2.2763
H 10.1401 1.2213 2.0170
H 10.8871 1.2199 0.4369
H 8.9718 -0.9772 1.3701
H 10.7339 -1.1108 1.2834
H 9.7669 -0.8941 -0.1884
H 6.8118 0.1680 2.0606
H 6.8407 1.7264 2.9162
H 8.2934 0.7627 2.8401

---

[2]
81
Properties=species:S:1:pos:R:3 method="wB97M-V/def2-TZVPD" e_tot_ev=-198311.96517 e_homo_ev=-5.17 charge=-1 relative_energy_kj_mol=336.1
C 0.2795 -3.7360 5.3104
C -0.4784 -4.2316 3.9973
C -1.7068 -3.3184 3.5536
C -1.3140 -1.8500 3.0686
C -1.4025 -1.6632 1.4634
C -2.9080 -1.6674 0.9680
Br -4.4663 -1.8017 2.2163
C -3.2612 -1.5438 -0.3997
C -2.2134 -1.4141 -1.5761
Br -5.1942 -1.5042 -0.9204
O -0.4528 -2.5315 0.8495
B 0.9382 -2.0033 0.6581
C 1.0502 -1.9464 -0.9754
O 2.4015 -2.0296 -1.5134
C 3.0330 -0.7495 -1.5691
C 4.5579 -0.9129 -2.0876
C 5.1636 -2.3606 -1.7902
C 2.1133 -2.7445 1.5288
F 1.9645 -2.5816 2.9410
F 3.4268 -2.3289 1.2506
F 1.9932 -4.1584 1.3091
O 0.7828 -0.6454 1.2654
C -0.5963 -0.2520 1.2329
C -1.0471 1.0101 2.0911
Cl -0.0752 1.2834 3.6163
C -1.1370 2.3462 1.1934
C -2.3058 2.2897 0.1072
H 0.1019 -2.6322 5.4978
H 0.0601 -4.3718 6.2336
H 1.4040 -3.8455 5.1136
H 0.1872 -4.3781 3.0919
H -0.9087 -5.2686 4.2365
H -2.4505 -3.3237 4.4282
H -2.2139 -3.8383 2.6817
H -0.2935 -1.5019 3.4432
H -2.0647 -1.1336 3.5621
H -1.6365 -0.4436 -1.5938
H -1.5773 -2.3475 -1.5696
H -2.8089 -1.4454 -2.5561
H 0.4945 -2.8659 -1.3845
H 0.5806 -1.0002 -1.4315
H 2.5309 -0.0787 -2.3572
H 3.1055 -0.2327 -0.5619
H 4.6449 -0.6730 -3.2044
H 5.2575 -0.1680 -1.5662
H 5.3084 -2.5116 -0.6657
H 6.2229 -2.4283 -2.2323
H 4.5822 -3.2102 -2.2698
H -0.7138 0.1163 0.1629
H -2.1293 0.8066 2.4150
H -0.1390 2.4503 0.6662
H -1.3671 3.2147 1.8895
H -1.8613 2.4270 -0.9413
H -2.8527 1.2930 0.0984
H -3.0722 3.1247 0.2189
C -7.8247 3.1368 0.5937
C -7.3324 3.7791 -0.6858
C -5.8270 3.6854 -0.5252
O -5.5662 2.5119 0.2535
C -6.7999 2.0394 0.8083
H -8.8466 2.7590 0.5313
H -7.7765 3.8597 1.4147
H -7.6542 3.1848 -1.5469
H -7.6831 4.8028 -0.8278
H -5.4309 4.5476 0.0231
H -5.3063 3.6131 -1.4828
H -7.0794 1.1252 0.2738
H -6.6591 1.7962 1.8634
C 6.9221 3.2443 -3.1831
C 6.9859 2.8640 -4.6464
C 6.0695 1.6565 -4.6969
O 5.0760 1.8467 -3.6822
C 5.4774 2.9355 -2.8411
H 7.1937 4.2827 -2.9861
H 7.5898 2.5997 -2.6024
H 6.5733 3.6726 -5.2586
H 7.9951 2.6486 -5.0015
H 6.6137 0.7342 -4.4653
H 5.5833 1.5391 -5.6681
H 4.8261 3.7882 -3.0626
H 5.3436 2.6584 -1.7933

---

[3]
104
Properties=species:S:1:pos:R:3 method="wB97M-V/def2-TZVPD" e_tot_ev=-252572.85927 e_homo_ev=-6.82 charge=0
C 6.5417 -4.2035 0.4669
C 6.8161 -2.5793 0.4197
O 5.5954 -1.7652 0.7161
C 5.4417 -0.8787 -0.4520
C 4.2242 0.2192 -0.3249
O 3.5296 0.2077 -1.6553
C 2.3045 -0.5635 -1.3927
C 1.4818 -1.0410 -2.7282
O 0.1103 -1.5123 -2.4815
C 0.0200 -2.3850 -1.3003
N -0.4568 -1.6231 -0.0458
C -1.6544 -0.6988 -0.0621
O -2.5843 -0.3223 -1.1402
C -3.3455 -1.5452 -1.4395
C -4.9442 -1.2570 -1.7139
C -1.5747 -0.1910 1.5205
O -2.4675 0.7855 2.1671
N -1.8178 1.9746 2.2729
O -1.0844 2.1668 1.3133
N -0.3757 -0.8742 2.1948
P 0.2474 -0.7225 3.8715
S -1.1875 -1.0695 5.1840
C 0.3471 -1.7852 1.2255
O 1.5568 -2.5574 1.5489
H 5.7013 -4.4573 1.2715
H 7.5223 -4.8197 0.7564
H 6.2107 -4.6362 -0.5846
H 7.6808 -2.3763 1.2161
H 7.2948 -2.2928 -0.6268
H 6.4331 -0.2587 -0.6635
H 5.1973 -1.5563 -1.3750
H 4.5776 1.3104 -0.0903
H 3.4409 -0.0583 0.5316
H 2.6571 -1.5646 -0.8465
H 1.5550 0.0696 -0.7337
H 2.1354 -1.8111 -3.3539
H 1.3938 -0.0784 -3.4286
H -0.8359 -3.1942 -1.4941
H 0.9949 -3.0102 -1.0768
H -3.2905 -2.2918 -0.5335
H -2.8360 -2.0808 -2.3688
H -5.4853 -2.3018 -1.9078
H -5.0520 -0.5213 -2.6398
H -5.4452 -0.6934 -0.7910
H 0.7637 0.6467 4.0016
H 1.3975 -1.5839 4.0858
H 1.3178 -3.5304 1.4780
Cl 4.9612 -6.1954 3.8193
C 3.7679 -7.2021 2.9605
C 3.4354 -6.6494 1.5839
Cl 2.5276 -5.1194 1.6737
H 2.8759 -7.2814 3.5895
H 4.2064 -8.1993 2.8650
H 2.8048 -7.3599 1.0409
H 4.3385 -6.4739 0.9911
Br 0.6147 1.6554 -3.3845
Ca -5.3853 -3.6589 -3.1327
C -1.0560 4.8586 -0.4853
C -1.5540 5.9672 -1.3943
O -0.7955 7.1686 -1.1878
C 0.4139 7.2369 -1.8306
O 0.8605 6.3435 -2.5450
C 1.0886 8.5819 -1.5645
F 1.0364 8.9480 -0.2514
F 0.5036 9.5961 -2.2644
F 2.4077 8.5944 -1.9076
H -1.0646 5.1851 0.5598
H -1.6842 3.9678 -0.5821
H -0.0237 4.5842 -0.7239
H -2.5947 6.2019 -1.1484
H -1.5321 5.6672 -2.4484
C 6.2814 2.7823 2.2143
O 6.9797 3.7502 2.6009
O 5.0127 2.9499 2.5599
O 6.5814 1.7414 1.5879
H 5.2183 3.8072 2.9850
C -5.1801 -2.7376 6.0926
Cl -5.6818 -3.9163 7.3168
Cl -4.0899 -1.5327 6.7989
Cl -4.4035 -3.5535 4.7249
H -6.0713 -2.2222 5.7253
C 3.1060 -2.9496 -6.2516
O 3.5161 -2.7906 -4.9059
H 2.1575 -3.4913 -6.2723
H 2.9723 -1.9674 -6.7113
H 3.8608 -3.5201 -6.7985
H 4.3596 -2.3071 -4.9193
F -5.3713 -5.5687 5.7235
C -4.9622 3.2100 -0.0236
C -6.2818 3.2954 0.7200
O -7.3117 3.9365 -0.0240
C -8.0301 3.1758 -1.0352
O -8.4928 2.0367 -0.5271
C -7.2260 2.9882 -2.3810
F -6.5043 4.1090 -2.6755
F -8.0613 2.8076 -3.4437
F -6.3511 1.9542 -2.3935
H -4.7629 4.1254 -0.5887
H -4.1394 3.0373 0.6771
H -4.9589 2.3737 -0.7262
H -6.1175 3.9370 1.5948
H -6.5851 2.3214 1.1163
H -8.7841 3.9170 -1.3403
Cs -0.8841 1.1957 5.3554